Record 1
This record from OMol25 describes a molecular structure, C25H25BN8O2V in a non-equilibrium geometry. The level of theory is wB97M-V/def2-TZVPD.

Results
maximum force = 10.25 eV Å⁻¹
orbital gap (spin up / spin down) = 8.22 / 5.46 eV
spin multiplicity = 4
HOMO energy (spin up / spin down) = -8.426 / -8.552 eV
⟨S²⟩ = 3.7728
total charge = 0

Each line ends with the natural charge from an NBO analysis.
Atoms and positions in Å:
H -2.6970 -0.1930 -2.4867  0.231
N -2.8521 0.8662 -0.6301  -0.306
B -3.7556 1.9796 1.4681  0.545
N -3.9153 1.0376 0.2490  -0.323
C -4.9916 0.3704 -0.2055  0.011
V -0.9180 1.7673 -0.1872  0.976
H -5.9143 0.3780 0.3641  0.221
C -4.6543 -0.2357 -1.4136  -0.351
H -5.2861 -0.8651 -2.0252  0.231
C -3.3068 0.1181 -1.6479  0.046
H -4.7889 2.1570 2.0336  -0.027
C 0.6923 2.6363 -0.0231  -0.486
H 1.3248 2.2179 -0.7506  0.233
H 0.8837 2.2950 0.9696  0.280
H 0.4822 3.6385 -0.2525  0.197
N -3.1677 3.2902 0.8751  -0.285
N -2.6923 1.3933 2.4482  -0.306
N -1.8881 3.2593 0.2110  -0.373
N -1.4037 1.1875 2.0113  -0.339
C -3.7242 4.5083 0.7464  0.059
C -2.7738 1.1130 3.7600  0.002
H -4.7124 4.7012 1.2005  0.243
H -3.7088 1.2237 4.2794  0.222
C -2.8649 5.3203 -0.0219  -0.349
C -1.5136 0.7071 4.1933  -0.351
C -1.7682 4.5032 -0.3565  0.017
C -0.6742 0.7682 3.0651  -0.014
H -3.0348 6.3692 -0.3045  0.246
H -1.2287 0.4128 5.1830  0.229
H -0.9033 4.7559 -0.9421  0.219
H 0.3884 0.5409 2.9779  0.238
H -1.0689 1.4522 -1.8483  -0.207
O -1.7232 -1.8776 -0.3761  -0.628
C -0.5605 -1.5240 -0.4101  0.799
N 0.5150 -2.3705 -0.7262  -0.660
C 1.7960 -1.7786 -0.4799  0.007
C 1.3234 -0.4676 0.1777  0.695
O 2.0548 0.2296 0.8939  -0.678
N 0.0106 -0.2846 -0.0894  -0.735
C 2.6120 -2.7342 0.3832  -0.029
C 2.9885 -2.4275 1.6873  -0.158
C 3.6914 -3.3664 2.4561  -0.222
C 4.0170 -4.6126 1.9164  -0.223
C 3.6474 -4.9197 0.5987  -0.199
C 2.9508 -3.9789 -0.1675  -0.231
C 2.4918 -1.3857 -1.7742  -0.039
C 3.8622 -1.5858 -1.9870  -0.217
C 4.4389 -1.2196 -3.2098  -0.199
C 3.6635 -0.6194 -4.2029  -0.223
C 2.3027 -0.3780 -3.9713  -0.228
C 1.7223 -0.7646 -2.7578  -0.157
H 0.3233 -3.3457 -0.9105  0.415
H 2.7520 -1.4446 2.0909  0.237
H 3.9775 -3.1065 3.4765  0.213
H 4.5616 -5.3472 2.5139  0.214
H 3.8991 -5.8862 0.1561  0.213
H 2.6879 -4.2167 -1.2033  0.218
H 4.4746 -2.0345 -1.2023  0.229
H 5.5004 -1.4115 -3.3741  0.212
H 4.1139 -0.3354 -5.1552  0.213
H 1.6795 0.0990 -4.7274  0.214
H 0.6618 -0.5790 -2.5654  0.219

Forces on atoms 1 to 3 (eV/Å):
H 0.11 0.25 0.35
N -1.15 0.05 0.25
B 0.75 -0.81 -0.19

---

Record 2
This record from OMol25 describes 2 unconnected molecules or ions with the total composition C3H8O2 in a non-equilibrium geometry. The level of theory is wB97M-V/def2-TZVPD.

Results
maximum force = 1.05 eV Å⁻¹
SMILES = C=C(C)O.O
orbital gap = 9.90 eV
HOMO energy = -9.016 eV
total charge = 0

Each line ends with the natural charge from an NBO analysis.
Atoms and positions in Å:
C 2.8806 0.4805 0.4474  -0.533
C 1.8129 0.8930 1.1125  0.334
C 0.4340 0.3100 1.0978  -0.667
O 1.9111 1.7938 2.1576  -0.707
H 2.7353 -0.2232 -0.3646  0.206
H 3.8854 0.8089 0.6671  0.203
H 0.1426 -0.1944 0.1752  0.224
H 0.4426 -0.4332 1.8996  0.229
H -0.2944 1.0503 1.3845  0.228
H 2.6044 2.4520 1.9867  0.484
O -5.7767 -2.5945 -3.3551  -0.928
H -5.9422 -1.8929 -4.0125  0.465
H -4.8356 -2.4503 -3.1961  0.464

Forces on atoms 1 to 3 (eV/Å):
C -0.30 -0.26 -0.75
C 0.25 0.15 0.81
C 0.35 -0.43 0.14

---

| no. | total energy (eV) |
| --- | --- |
| 1 | -68709.0482 |
| 2 | -7334.8387 |